w) Molecular formula: C2H4NP
Method: DFT, ωB97M-V/def2-TZVPD

Calculated values
**LUMO (spin up / spin down)**: -0.4 / -0.4 eV

Last columns: bonded neighbours and bond lengths (Å).
Positions of all 8 atoms, in Å:
1 C 0.36090 0.30644 0.08302  C2 1.460, N3 1.283, P4 1.764
2 C -1.05491 0.24239 0.43522  C1 1.460, H5 1.081, H6 1.043, H7 1.053
3 N 1.36762 1.03815 -0.22732  C1 1.283, P4 1.824
4 P 1.81322 -0.69473 0.12609  C1 1.764, N3 1.824
5 H -1.11064 0.43251 1.49779  C2 1.081
6 H -1.12953 -0.79248 0.33293  C2 1.043
7 H -1.53256 0.99454 -0.12530  C2 1.053
8 H 1.28591 -1.52684 -2.12243  no bonds


x) Molecular formula: C2H4NP
Method: DFT, ωB97M-V/def2-TZVPD

Calculated values
**LUMO (spin up / spin down)**: -0.6 / -0.7 eV

Last columns: bonded neighbours and bond lengths (Å).
Positions of all 8 atoms, in Å:
1 C -0.35626 -0.41119 0.04555  C2 1.505, N3 1.255, H5 1.105
2 C 0.98444 0.26629 -0.05031  C1 1.505, H6 1.146, H7 1.193, H8 1.083
3 N -1.42524 0.17967 -0.24381  C1 1.255, P4 1.528
4 P -2.92580 0.09886 0.03173  N3 1.528
5 H -0.26037 -1.48828 0.27346  C1 1.105
6 H 1.73483 -0.57600 -0.25116  C2 1.146
7 H 1.06722 0.88213 0.96784  C2 1.193
8 H 1.18118 1.04852 -0.77331  C2 1.083


Looking at the structures above, x) is most stable, and the difference to the next one is 191.4 kJ/mol.